Entry 1:
{"formula": "CaCl4Cu3O28P3Sr", "method": "ωB97M-V/def2-TZVPD", "spin_multiplicity": 4, "e_lumo_ev": [5.830, 3.943], "orbital_gap_ev": [7.788, 5.878], "charge": -3, "homo_ev": [-2.0, -1.9], "elements": ["Sr", "Cu", "Cu", "Cu", "Ca", "P", "O", "O", "O", "O", "P", "O", "O", "O", "O", "P", "O", "O", "O", "O", "Cl", "O", "O", "O", "O", "Cl", "O", "O", "O", "O", "Cl", "O", "O", "O", "O", "Cl", "O", "O", "O", "O"], "coordinates": [[-1.05, -0.94, -1.58], [1.76, 1.49, -1.17], [2.41, 2.55, 1.56], [2.35, -1.25, 0.19], [-0.84, -2.38, 2.25], [0.26, 0.31, 1.24], [1.03, -0.94, 1.67], [-1.16, 0.04, 1.62], [0.35, 0.46, -0.41], [0.95, 1.52, 1.77], [4.15, 1.48, -0.59], [3.05, 0.36, -0.35], [5.51, 0.93, -0.73], [3.96, 2.32, 0.61], [3.45, 2.17, -1.70], [0.44, -3.66, -0.05], [-0.97, -2.86, -0.02], [0.84, -3.72, 1.40], [1.46, -2.61, -0.84], [0.15, -4.84, -0.90], [-3.09, -2.91, 4.16], [-1.72, -2.56, 4.59], [-4.01, -2.63, 5.23], [-3.48, -2.07, 3.03], [-3.23, -4.26, 3.72], [-3.95, -2.77, -3.68], [-3.30, -1.59, -3.03], [-4.68, -2.27, -4.80], [-2.86, -3.66, -4.14], [-4.91, -3.31, -2.78], [2.00, 5.38, 1.86], [1.84, 4.77, 0.50], [2.60, 4.34, 2.77], [2.88, 6.49, 1.96], [0.71, 5.70, 2.36], [-0.57, 2.21, -3.16], [-1.61, 1.32, -2.58], [0.16, 1.53, -4.18], [-1.29, 3.35, -3.70], [0.39, 2.53, -2.08]], "mulliken_spin": [-0.005, 0.658, 0.757, 0.709, -0.004, -0.006, 0.062, 0.015, 0.082, 0.069, -0.018, 0.156, 0.030, 0.143, 0.111, -0.005, 0.001, 0.004, 0.188, 0.014, 0.000, 0.000, 0.000, 0.000, 0.000, 0.000, 0.000, 0.000, 0.000, 0.000, 0.001, -0.002, 0.010, 0.000, 0.001, 0.009, 0.000, -0.001, 0.008, 0.012]}

Entry 2:
{"formula": "CaH14N2O13", "method": "ωB97M-V/def2-TZVPD", "e_lumo_ev": -1.834, "relative_energy_kj_mol": 114.3, "orbital_gap_ev": 5.558, "homo_ev": -7.4, "elements": ["Ca", "N", "O", "O", "O", "N", "O", "O", "O", "O", "H", "H", "O", "H", "H", "O", "H", "H", "O", "H", "H", "O", "H", "H", "O", "H", "H", "O", "H", "H"], "coordinates": [[0.33, 0.28, -0.08], [0.04, 2.11, 3.07], [-1.08, 2.11, 3.55], [0.26, 1.47, 2.09], [0.94, 2.61, 3.70], [-1.85, -1.89, 1.65], [-1.80, -2.98, 1.17], [-1.49, -0.89, 1.03], [-2.24, -1.77, 2.78], [2.69, 0.11, -0.40], [3.31, 0.67, -0.88], [2.83, -0.77, -0.75], [-2.14, -0.99, -2.53], [-1.77, -1.84, -2.77], [-1.38, -0.46, -2.29], [1.29, -1.26, 1.59], [2.24, -1.26, 1.43], [1.20, -1.29, 2.54], [-1.61, 1.60, -0.28], [-1.79, 2.45, -0.67], [-2.47, 1.29, 0.01], [0.99, 2.32, -0.85], [1.65, 2.46, -1.53], [0.74, 3.20, -0.57], [0.31, 0.12, -2.52], [0.46, -0.68, -3.03], [0.94, 0.75, -2.88], [0.05, -2.21, -0.81], [-0.16, -2.69, -1.61], [-0.52, -2.58, -0.14]], "nbo_charge": [1.801, 0.732, -0.518, -0.653, -0.525, 0.743, -0.534, -0.675, -0.456, -0.966, 0.495, 0.494, -0.920, 0.447, 0.465, -0.967, 0.473, 0.516, -0.982, 0.485, 0.523, -0.974, 0.478, 0.519, -0.964, 0.501, 0.490, -1.015, 0.463, 0.523]}

Entry 3:
{"formula": "Cd2CsI5N6O18", "method": "ωB97M-V/def2-TZVPD", "e_lumo_ev": 8.238, "orbital_gap_ev": 1.518, "charge": -6, "homo_ev": 6.7, "elements": ["Cs", "Cd", "Cd", "I", "I", "I", "I", "I", "N", "O", "O", "O", "N", "O", "O", "O", "N", "O", "O", "O", "N", "O", "O", "O", "N", "O", "O", "O", "N", "O", "O", "O"], "coordinates": [[4.03, 2.02, -2.97], [-1.06, -0.71, -1.93], [2.20, 3.22, 1.17], [4.25, 2.11, 2.52], [-1.61, -0.77, -4.70], [2.44, 5.15, -0.85], [3.87, -1.85, -3.16], [-2.45, 2.91, -1.99], [0.96, 0.80, -0.68], [2.04, 1.47, -0.38], [0.17, 0.42, 0.25], [0.75, 0.55, -1.88], [-4.27, 1.57, 2.17], [-3.88, 2.64, 1.68], [-4.62, 0.57, 1.40], [-4.34, 1.41, 3.44], [-0.72, 3.40, 2.34], [-1.40, 3.56, 1.41], [-0.98, 3.41, 3.59], [0.58, 3.15, 2.15], [-3.62, -1.94, -0.79], [-3.05, -2.97, -0.53], [-4.84, -1.69, -0.60], [-2.97, -0.92, -1.35], [0.37, -3.53, -1.06], [-0.60, -4.35, -0.78], [1.51, -3.85, -1.16], [0.04, -2.28, -1.23], [4.29, -3.34, 0.98], [4.26, -3.98, -0.14], [4.75, -4.03, 2.02], [3.90, -2.17, 1.05]], "mulliken_charge": [0.847, 1.242, 1.573, -0.667, -0.760, -0.784, -0.886, -0.988, 1.213, -0.895, -0.567, -0.795, 0.833, -0.523, -0.577, -0.706, 0.949, -0.450, -0.627, -0.848, 1.030, -0.571, -0.662, -0.515, 0.685, -0.643, -0.480, -0.474, 0.800, -0.542, -0.742, -0.469]}

Entry 4:
{"formula": "Cd2I", "method": "ωB97M-V/def2-TZVPD", "e_lumo_ev": -16.831, "orbital_gap_ev": 3.329, "charge": 3, "homo_ev": -20.2, "elements": ["Cd", "Cd", "I"], "coordinates": [[0.88, 3.46, -0.57], [-1.24, -3.33, -1.51], [0.36, -0.13, 2.08]], "nbo_charge": [1.397, 1.467, 0.136]}

Entry 5:
{"formula": "CdCl7O28", "method": "ωB97M-V/def2-TZVPD", "e_lumo_ev": 10.424, "relative_energy_kj_mol": 88.1, "orbital_gap_ev": 6.234, "charge": -5, "homo_ev": 4.2, "elements": ["Cd", "Cl", "O", "O", "O", "O", "Cl", "O", "O", "O", "O", "Cl", "O", "O", "O", "O", "Cl", "O", "O", "O", "O", "Cl", "O", "O", "O", "O", "Cl", "O", "O", "O", "O", "Cl", "O", "O", "O", "O"], "coordinates": [[0.21, -0.80, 0.15], [0.23, -1.90, -3.66], [-0.42, -0.90, -4.55], [-0.01, -3.29, -4.19], [1.72, -1.58, -3.53], [-0.40, -1.80, -2.27], [0.15, -4.33, -0.52], [0.65, -2.92, -0.28], [-1.10, -4.61, 0.29], [-0.06, -4.67, -1.99], [1.34, -5.21, -0.06], [2.95, 2.27, 0.12], [1.99, 3.23, 0.65], [4.29, 2.24, 0.76], [2.28, 0.95, 0.23], [3.04, 2.58, -1.30], [-2.14, -1.70, 2.65], [-3.06, -2.94, 2.67], [-2.82, -0.46, 3.12], [-1.00, -2.07, 3.55], [-1.75, -1.39, 1.23], [0.36, 1.43, -2.49], [0.70, 0.22, -1.66], [1.19, 1.58, -3.69], [-1.06, 1.32, -3.05], [0.55, 2.64, -1.67], [0.16, 1.98, 3.48], [0.72, 3.20, 3.04], [0.77, 1.55, 4.81], [-1.33, 2.19, 3.69], [0.23, 0.84, 2.44], [-1.66, 2.43, 0.42], [-2.23, 3.29, -0.69], [-2.64, 2.34, 1.54], [-1.27, 1.01, -0.04], [-0.55, 3.30, 0.81]], "nbo_charge": [1.835, 2.386, -0.824, -0.863, -0.828, -0.858, 2.369, -0.910, -0.789, -0.765, -0.875, 2.484, -0.795, -0.901, -0.908, -0.864, 2.392, -0.869, -0.772, -0.822, -0.891, 2.457, -0.943, -0.854, -0.836, -0.790, 2.427, -0.791, -0.905, -0.849, -0.871, 2.424, -0.875, -0.826, -0.905, -0.794]}

Entry 6:
{"formula": "Cl2FH2P2", "method": "ωB97M-V/def2-TZVPD", "e_lumo_ev": -6.735, "relative_energy_kj_mol": 374.7, "orbital_gap_ev": 8.415, "charge": 1, "homo_ev": -15.1, "elements": ["F", "P", "P", "Cl", "Cl", "H", "H"], "coordinates": [[0.42, -1.62, -0.52], [-0.25, 0.94, -1.50], [-0.64, -0.47, 0.00], [1.21, 0.05, 1.57], [1.33, -0.90, 3.17], [-0.79, 1.91, -0.68], [-1.28, 0.10, -2.04]], "nbo_charge": [-0.561, 0.088, 1.098, 0.137, 0.141, 0.035, 0.061]}

Entry 7:
{"formula": "Cl2FH2P2", "method": "ωB97M-V/def2-TZVPD", "spin_multiplicity": 3, "e_lumo_ev": [-5.410, -9.486], "relative_energy_kj_mol": 212.5, "orbital_gap_ev": [7.834, 6.506], "charge": 1, "homo_ev": [-13.2, -16.0], "elements": ["F", "P", "P", "Cl", "Cl", "H", "H"], "coordinates": [[-1.83, 1.98, -1.27], [0.72, 0.19, 0.49], [0.01, 2.26, 0.19], [-0.81, 3.22, 1.63], [0.96, 3.43, -1.01], [0.13, -0.11, -0.68], [-0.52, -0.35, 1.37]], "mulliken_spin": [0.992, 0.157, 0.666, 0.085, 0.079, 0.016, 0.005]}

Entry 8:
{"formula": "Cl2H2", "method": "ωB97M-V/def2-TZVPD", "smiles": "Cl.Cl", "e_lumo_ev": 0.873, "relative_energy_kj_mol": 20.0, "orbital_gap_ev": 11.732, "homo_ev": -10.9, "elements": ["H", "H", "Cl", "Cl"], "coordinates": [[0.61, 1.28, 1.37], [-0.01, -1.94, 0.41], [0.86, 1.30, 0.11], [-0.89, -1.26, -0.22]], "nbo_charge": [0.264, 0.265, -0.264, -0.265]}

Entry 9:
{"formula": "Cl2H2N2S2", "method": "ωB97M-V/def2-TZVPD", "e_lumo_ev": [-0.849, -1.546], "relative_energy_kj_mol": 327.1, "orbital_gap_ev": [8.275, 6.802], "homo_ev": [-9.1, -8.3], "elements": ["N", "N", "S", "S", "Cl", "Cl", "H", "H"], "coordinates": [[0.06, -1.40, -0.34], [-1.22, 0.86, 0.82], [0.98, -0.56, -1.37], [-0.25, 1.69, -0.14], [0.74, -2.71, 0.59], [-2.86, 0.48, 0.19], [2.08, -0.10, -0.71], [0.47, 1.74, 0.94]], "nbo_charge": [-0.656, -0.609, 0.432, 0.442, 0.118, 0.077, 0.068, 0.127]}

Entry 10:
{"formula": "Cl2H2NP", "method": "ωB97M-V/def2-TZVPD", "smiles": "[H]/N=P/Cl.Cl", "e_lumo_ev": -0.479, "relative_energy_kj_mol": 156.9, "orbital_gap_ev": 9.459, "homo_ev": -9.9, "elements": ["N", "P", "Cl", "Cl", "H", "H"], "coordinates": [[-0.39, -1.07, 0.82], [-0.09, -0.20, 2.06], [-0.21, 0.63, -2.29], [1.58, 0.76, 1.43], [-0.94, -1.95, 0.98], [0.05, 1.82, -3.01]], "nbo_charge": [-1.147, 1.063, -0.291, -0.311, 0.396, 0.290]}

Entry 11:
{"formula": "Cl2H2NP", "method": "ωB97M-V/def2-TZVPD", "smiles": "[H]/N=P/Cl.Cl", "e_lumo_ev": -0.637, "relative_energy_kj_mol": 117.2, "orbital_gap_ev": 9.870, "homo_ev": -10.5, "elements": ["N", "P", "Cl", "Cl", "H", "H"], "coordinates": [[1.37, 1.04, 0.36], [0.19, 1.87, 0.86], [-1.43, -3.07, -1.29], [-1.33, 0.74, 0.14], [2.24, 1.40, 0.64], [-1.04, -1.98, -0.71]], "nbo_charge": [-1.107, 1.063, -0.280, -0.328, 0.375, 0.277]}

Entry 12:
{"formula": "Cl2H2O2P2", "method": "ωB97M-V/def2-TZVPD", "smiles": "O=P(Cl)(Cl)OP", "e_lumo_ev": -1.352, "relative_energy_kj_mol": 86.9, "orbital_gap_ev": 9.592, "homo_ev": -10.9, "elements": ["O", "O", "P", "P", "Cl", "Cl", "H", "H"], "coordinates": [[-0.91, -0.54, 1.34], [0.19, 0.43, -0.84], [1.79, -0.43, 0.27], [-1.09, -0.12, -0.10], [-1.88, -1.57, -1.20], [-2.32, 1.49, -0.31], [1.63, 0.39, 1.39], [2.58, 0.34, -0.55]], "nbo_charge": [-1.064, -1.024, 0.676, 1.959, -0.229, -0.256, -0.012, -0.051]}

Entry 13:
{"formula": "Cl2H2OSi", "method": "ωB97M-V/def2-TZVPD", "spin_multiplicity": 3, "e_lumo_ev": [0.425, -2.808], "relative_energy_kj_mol": 48.3, "orbital_gap_ev": [7.305, 7.701], "homo_ev": [-6.9, -10.5], "elements": ["O", "Si", "Cl", "Cl", "H", "H"], "coordinates": [[0.39, -2.22, -0.51], [0.36, -0.43, 0.46], [-0.14, -2.48, -2.08], [1.39, -0.75, 2.12], [-0.99, 0.07, 0.66], [0.92, 0.88, -0.27]], "mulliken_spin": [0.708, 0.146, 1.088, 0.029, 0.014, 0.014]}

Entry 14:
{"formula": "Cl2H3NSi", "method": "ωB97M-V/def2-TZVPD", "e_lumo_ev": -0.550, "relative_energy_kj_mol": 326.5, "orbital_gap_ev": 8.732, "homo_ev": -9.3, "elements": ["N", "Si", "Cl", "Cl", "H", "H", "H"], "coordinates": [[1.47, 0.04, 0.90], [-0.84, 0.10, -0.36], [-1.37, -1.79, -0.04], [-2.26, 1.29, 0.19], [1.84, -0.71, 0.38], [1.92, 0.94, 0.70], [-0.75, 0.12, -1.77]], "nbo_charge": [-1.037, 1.235, -0.359, -0.318, 0.332, 0.343, -0.196]}

Entry 15:
{"formula": "Cl2H4N2P", "method": "ωB97M-V/def2-TZVPD", "spin_multiplicity": 3, "e_lumo_ev": [-5.532, -9.580], "relative_energy_kj_mol": 149.9, "orbital_gap_ev": [6.808, 5.701], "charge": 1, "homo_ev": [-12.3, -15.3], "elements": ["N", "N", "P", "Cl", "Cl", "H", "H", "H", "H"], "coordinates": [[-0.13, -0.23, 0.00], [2.68, -0.82, -0.63], [1.55, -0.05, 0.04], [1.89, 1.67, 0.97], [-3.36, 1.27, 0.12], [-0.68, 0.51, 0.51], [-0.67, -0.70, -0.77], [-3.96, 0.19, 0.44], [2.68, -1.83, -0.69]], "mulliken_spin": [0.315, 0.885, 0.734, 0.097, 0.000, -0.011, 0.004, 0.000, -0.026]}

Entry 16:
{"formula": "Cl2H4N3PS", "method": "ωB97M-V/def2-TZVPD", "e_lumo_ev": 0.058, "relative_energy_kj_mol": 0.0, "orbital_gap_ev": 9.216, "homo_ev": -9.2, "elements": ["N", "N", "N", "P", "S", "Cl", "Cl", "H", "H", "H", "H"], "coordinates": [[-1.26, -0.91, -0.02], [-0.64, 1.52, 0.15], [1.09, -0.39, 0.77], [-0.06, 0.10, -0.47], [0.50, 0.05, -2.32], [2.32, 0.81, 0.54], [1.59, -1.90, 0.17], [-1.02, -1.73, -0.69], [-1.13, -1.14, 0.93], [-1.23, 1.24, 0.90], [-0.15, 2.36, 0.02]], "nbo_charge": [-1.193, -1.183, -0.762, 1.738, -0.537, 0.134, 0.147, 0.427, 0.395, 0.408, 0.427]}

Entry 17:
{"formula": "Cl2H4Si3", "method": "ωB97M-V/def2-TZVPD", "e_lumo_ev": -1.937, "relative_energy_kj_mol": 162.5, "orbital_gap_ev": 7.221, "homo_ev": -9.2, "elements": ["Si", "Si", "Si", "Cl", "Cl", "H", "H", "H", "H"], "coordinates": [[-0.40, -1.18, -1.48], [0.32, 1.30, 1.42], [-0.18, -0.93, 0.78], [1.67, -1.45, -1.61], [-1.62, 1.72, 2.26], [-1.19, -2.66, -1.45], [-0.72, -0.97, -2.92], [0.41, 2.68, 0.86], [1.72, 1.48, 2.15]], "nbo_charge": [0.424, 0.474, 0.416, -0.364, -0.403, -0.162, -0.107, -0.147, -0.131]}

Entry 18:
{"formula": "Cl2H4Si3", "method": "ωB97M-V/def2-TZVPD", "e_lumo_ev": [-2.117, -1.796], "relative_energy_kj_mol": 150.8, "orbital_gap_ev": [6.364, 7.034], "homo_ev": [-8.5, -8.8], "elements": ["Si", "Si", "Si", "Cl", "Cl", "H", "H", "H", "H"], "coordinates": [[-0.49, 0.36, -2.02], [0.43, -0.02, 2.18], [-0.31, -0.54, 0.09], [-1.89, -1.85, 0.35], [1.41, -1.84, -0.75], [-1.08, 1.72, -2.10], [0.69, 0.52, -2.87], [1.71, 0.71, 2.25], [-0.47, 0.94, 2.87]], "nbo_charge": [0.479, 0.440, 0.526, -0.358, -0.458, -0.180, -0.144, -0.147, -0.159]}

Entry 19:
{"formula": "Cl2H8NiO4", "method": "ωB97M-V/def2-TZVPD", "spin_multiplicity": 3, "e_lumo_ev": [-0.593, -0.594], "relative_energy_kj_mol": 24.5, "orbital_gap_ev": [7.744, 7.765], "homo_ev": [-8.3, -8.4], "elements": ["Ni", "Cl", "Cl", "O", "H", "H", "O", "H", "H", "O", "H", "H", "O", "H", "H"], "coordinates": [[0.34, -0.46, -0.01], [1.10, -2.25, 1.52], [1.86, -0.94, -1.98], [-1.14, -1.58, -0.99], [-2.08, -1.44, -0.87], [-1.06, -1.95, -1.87], [1.82, 1.02, 0.98], [2.58, 0.91, 1.55], [1.87, 1.92, 0.68], [-0.21, 1.33, -1.12], [0.09, 2.22, -1.29], [-0.89, 1.17, -1.77], [-1.26, -0.06, 1.39], [-1.27, -0.60, 2.18], [-1.76, 0.72, 1.62]], "mulliken_spin": [1.763, 0.079, 0.081, 0.025, 0.000, 0.000, 0.014, 0.000, 0.000, 0.018, 0.002, -0.001, 0.018, 0.000, 0.001]}

Entry 20:
{"formula": "Cl2HNS", "method": "ωB97M-V/def2-TZVPD", "e_lumo_ev": [-1.437, -1.229], "relative_energy_kj_mol": 343.9, "orbital_gap_ev": [7.796, 8.021], "homo_ev": [-9.2, -9.3], "elements": ["N", "S", "Cl", "Cl", "H"], "coordinates": [[-0.11, 0.08, -0.36], [2.32, -0.01, 0.34], [3.33, 1.56, -0.28], [3.65, -1.52, 0.05], [-0.49, -0.76, -0.77]], "nbo_charge": [-0.330, 0.348, -0.107, -0.151, 0.239]}